1.
Molecular formula: C21H32N4O5S2
Method: DFT, ωB97M-V/def2-TZVPD

Summary:
net charge = 0
HOMO = -8.67 eV
ΔE to the lowest compared entry with this formula, charge and spin = 514.6 kcal per mole
E = -2210.215334 a.u.
orbital gap = 0.304 Ha
2S+1 = 1

Last column: Mulliken charge in e.
Geometry (Å):
C (0.634, 2.428, 3.630)  -1.37
C (-0.295, 1.911, 2.379)  0.67
C (-1.065, 0.636, 2.601)  -2.21
H (-1.841, 0.985, 3.466)  0.11
H (-0.642, 0.057, 3.035)  1.50
C (-1.818, 0.367, 1.526)  0.80
N (-2.575, -0.769, 1.975)  -0.11
C (-4.044, -0.490, 1.986)  -1.29
H (-4.015, 0.267, 2.807)  0.41
H (-4.551, -1.442, 2.468)  0.31
H (-4.374, -0.105, 1.122)  0.50
C (-2.453, -1.887, 0.726)  -0.86
H (-1.630, -2.181, 0.859)  0.67
C (-2.920, -1.792, -0.606)  -1.58
N (-2.224, -2.352, -1.623)  -0.11
C (-1.102, -1.651, -2.088)  0.89
O (-1.193, -0.495, -2.081)  -0.53
C (-0.113, -2.587, -2.749)  -1.77
N (0.653, -3.316, -1.870)  0.38
C (0.596, -4.529, -1.435)  0.62
O (-0.361, -5.156, -2.166)  -0.76
C (1.547, -4.996, -0.329)  -0.32
H (1.251, -6.146, -0.246)  0.30
H (2.572, -4.884, -0.477)  0.35
S (0.860, -4.150, 0.834)  -0.23
C (1.330, -2.646, 0.488)  0.78
C (1.656, -1.550, 1.514)  -2.02
C (2.279, -0.426, 0.802)  0.65
C (2.251, -0.053, -0.330)  -0.05
C (1.740, -1.102, -1.244)  -0.78
C (1.315, -2.334, -0.982)  -0.32
H (1.663, -0.759, -2.452)  -0.04
S (2.782, 1.412, -1.076)  1.57
O (3.802, 1.919, -0.248)  -0.84
O (2.848, 1.382, -2.448)  -0.70
N (1.632, 2.341, -0.705)  0.20
C (0.195, 2.379, -1.596)  -0.61
H (0.331, 1.299, -1.581)  0.47
C (0.530, 3.281, -2.708)  -1.28
H (-0.260, 3.396, -3.278)  0.58
O (0.817, 4.522, -2.132)  -0.53
C (2.225, 4.721, -1.420)  -0.58
H (2.168, 5.797, -1.259)  0.28
C (1.773, 3.886, -0.163)  -0.92
H (2.814, 3.865, 0.170)  0.31
H (0.954, 4.086, 0.410)  0.57
H (2.748, 4.202, -2.027)  0.52
H (1.164, 2.779, -3.190)  0.73
H (-0.558, 2.682, -1.011)  0.49
H (2.669, 0.515, 1.581)  0.14
H (1.807, -1.854, 2.380)  1.30
H (-0.617, -3.480, -3.441)  0.50
H (0.418, -2.238, -3.633)  0.47
H (-2.124, -3.453, -1.406)  0.35
H (-2.982, -0.788, -0.667)  1.07
H (-3.829, -2.213, -0.605)  0.27
H (-3.088, -2.781, 1.303)  0.39
H (-2.359, 1.176, 1.050)  0.46
H (-0.996, -0.027, 0.626)  -0.54
H (0.550, 1.671, 1.753)  -0.66
H (-1.039, 2.839, 2.067)  0.32
H (1.316, 1.638, 3.938)  0.30
H (1.130, 3.336, 3.270)  0.37
H (0.048, 2.859, 4.504)  0.39

2.
Molecular formula: C39H40N4O5Pb
Method: DFT, ωB97M-V/def2-TZVPD

Summary:
net charge = -2
HOMO = 0.06 eV
ΔE to the lowest compared entry with this formula, charge and spin = 23.9 kcal per mole
E = -2298.141805 a.u.
orbital gap = 0.148 Ha
2S+1 = 1

Last column: Mulliken charge in e.
Geometry (Å):
Pb (-1.749, -0.160, -0.774)  1.32
O (-3.043, -2.083, -0.400)  -0.94
C (-3.840, -2.256, 0.590)  0.52
C (-5.151, -2.778, 0.405)  -0.69
C (-6.014, -2.955, 1.460)  -0.28
C (-5.636, -2.649, 2.774)  -0.71
C (-4.364, -2.168, 2.989)  -0.29
C (-3.460, -1.964, 1.935)  0.54
C (-2.151, -1.477, 2.304)  -0.39
N (-1.217, -0.969, 1.588)  0.10
C (0.000, -0.618, 2.300)  -0.52
C (1.251, -1.188, 1.635)  -1.20
N (1.701, -0.349, 0.541)  0.51
C (2.940, -0.115, 0.496)  -0.79
C (3.653, 0.786, -0.417)  0.71
C (5.023, 0.934, -0.215)  -0.65
C (5.791, 1.821, -0.952)  -0.90
C (5.159, 2.603, -1.914)  -0.59
C (3.803, 2.480, -2.146)  -0.49
C (3.003, 1.553, -1.431)  0.87
O (1.759, 1.379, -1.698)  -0.82
H (-5.456, -2.998, -0.611)  0.37
H (-7.016, -3.327, 1.265)  0.34
H (-6.334, -2.760, 3.595)  0.38
H (-4.048, -1.894, 3.992)  0.11
H (-1.961, -1.568, 3.382)  0.26
H (-0.050, -1.016, 3.322)  0.44
H (0.098, 0.469, 2.376)  0.19
H (1.011, -2.187, 1.261)  0.21
H (2.042, -1.289, 2.395)  0.42
H (3.611, -0.578, 1.246)  0.04
H (5.489, 0.333, 0.562)  0.34
H (6.854, 1.920, -0.766)  0.36
H (5.734, 3.323, -2.488)  0.39
H (3.307, 3.112, -2.872)  0.31
C (0.429, 5.011, -1.270)  -1.02
N (1.158, 3.767, -1.039)  0.01
C (1.405, 3.605, 0.390)  -0.98
C (0.404, 2.627, -1.539)  1.84
O (-0.408, 2.074, -0.798)  -0.75
C (0.078, 2.784, -3.038)  -1.63
O (-0.088, 1.583, -3.766)  -0.33
C (1.106, 1.053, -4.277)  0.14
C (1.179, -0.442, -3.985)  0.57
O (0.180, -1.093, -3.765)  -0.66
N (2.428, -1.015, -4.026)  0.40
C (2.527, -2.452, -3.920)  -1.18
C (3.621, -0.308, -4.438)  -0.90
H (0.975, 5.826, -0.791)  0.35
H (-0.586, 4.985, -0.846)  0.34
H (0.362, 5.240, -2.333)  0.34
H (2.131, 4.357, 0.708)  0.28
H (1.814, 2.614, 0.581)  0.19
H (0.488, 3.703, 0.984)  0.37
H (0.831, 3.426, -3.512)  0.50
H (-0.889, 3.289, -3.083)  0.42
H (1.959, 1.551, -3.829)  -0.35
H (1.159, 1.196, -5.366)  0.29
H (1.570, -2.837, -3.581)  0.31
H (3.304, -2.722, -3.200)  0.36
H (2.777, -2.910, -4.886)  0.33
H (3.667, 0.686, -4.000)  0.33
H (3.709, -0.227, -5.530)  0.23
H (4.493, -0.851, -4.072)  0.33
C (-3.372, 0.941, 0.324)  -1.16
C (-4.102, 1.386, 1.203)  0.39
C (-4.928, 1.829, 2.279)  -0.60
C (-4.514, 1.427, 3.600)  0.45
C (-3.159, 1.081, 3.851)  -0.51
C (-2.723, 0.632, 5.083)  -0.30
C (-3.605, 0.485, 6.155)  -0.66
C (-4.942, 0.807, 5.935)  -0.57
C (-5.387, 1.267, 4.706)  -0.56
C (-6.110, 2.585, 1.974)  0.57
C (-6.846, 3.346, 2.922)  -0.34
C (-7.965, 4.083, 2.571)  -0.60
C (-8.431, 4.125, 1.260)  -0.49
C (-7.710, 3.412, 0.301)  -0.45
C (-6.592, 2.674, 0.636)  -0.65
H (-2.456, 1.180, 3.029)  0.45
H (-1.671, 0.392, 5.211)  0.35
H (-3.263, 0.128, 7.119)  0.35
H (-5.666, 0.680, 6.735)  0.32
H (-6.447, 1.445, 4.577)  0.60
H (-6.503, 3.393, 3.947)  0.53
H (-8.476, 4.651, 3.344)  0.32
H (-9.311, 4.699, 0.993)  0.34
H (-8.030, 3.427, -0.738)  0.33
H (-6.051, 2.137, -0.134)  0.29

3.
Molecular formula: C3H9N2OP
Method: DFT, ωB97M-V/def2-TZVPD

Summary:
net charge = 0
HOMO (alpha / beta) = -6.41 / -9.22 eV
ΔE to the lowest compared entry with this formula, charge and spin = 19.3 kcal per mole
E = -645.639942 a.u.
⟨S²⟩ = 2.015
orbital gap (alpha / beta) = 0.272 / 0.247 Ha
2S+1 = 3

Last column: Mulliken charge in e.
Geometry (Å):
C (-0.606, -1.260, -0.093)  -1.03
C (-0.822, 0.111, -0.575)  0.56
C (-1.464, 1.000, 0.504)  -1.24
N (1.509, -1.298, -0.051)  -0.61
N (0.399, 0.667, -1.096)  -0.32
O (2.267, 0.810, 1.098)  -0.48
P (2.002, 0.225, -0.444)  0.24
H (-0.931, -1.546, 0.936)  0.26
H (-0.380, -2.041, -0.742)  0.41
H (-1.492, 0.108, -1.429)  0.22
H (-0.707, 0.990, 1.413)  0.23
H (-2.274, 0.573, 1.000)  0.42
H (-1.389, 2.050, 0.173)  0.32
H (1.582, -2.043, -0.803)  0.35
H (0.190, 1.673, -1.477)  0.28
H (2.115, -0.020, 1.586)  0.38

4.
Molecular formula: C15H32NO2Si4Tl
Method: DFT, ωB97M-V/def2-TZVPD

Summary:
net charge = 0
HOMO = -6.45 eV
E = -2126.178504 a.u.
orbital gap = 0.204 Ha
2S+1 = 1

Last column: Mulliken charge in e.
Geometry (Å):
Tl (2.195, -0.707, 0.000)  0.95
O (5.828, 0.860, 0.000)  -0.70
C (4.599, 0.511, 0.000)  0.45
O (4.184, -0.693, 0.000)  -0.56
C (3.549, 1.642, 0.000)  0.11
C (3.992, 2.970, 0.000)  -0.35
C (3.067, 4.012, 0.000)  -1.01
C (1.712, 3.715, 0.000)  -0.44
C (1.338, 2.383, 0.000)  -0.13
N (2.209, 1.354, 0.000)  0.05
H (5.059, 3.179, 0.000)  0.53
H (3.411, 5.041, 0.000)  0.43
H (0.965, 4.499, 0.000)  0.44
H (0.293, 2.092, 0.000)  0.92
C (-0.308, 2.428, 1.309)  -1.53
Si (-0.957, 1.505, -0.172)  -0.31
C (-2.817, 1.670, -0.231)  -1.24
C (-0.234, 2.205, -1.739)  -1.27
Si (-0.422, -0.707, 0.000)  -0.48
Si (-0.958, -1.962, -1.830)  0.78
C (-0.238, -3.670, -1.654)  -1.00
C (-0.309, -1.143, -3.370)  -1.02
C (-2.818, -2.093, -1.943)  -1.09
Si (-0.958, -1.665, 2.002)  0.70
C (-0.311, -3.409, 2.062)  -1.00
C (-0.235, -0.659, 3.393)  -1.05
C (-2.818, -1.694, 2.173)  -1.09
H (-0.392, 3.508, 1.154)  0.50
H (0.747, 2.201, 1.492)  0.48
H (-0.874, 2.184, 2.212)  0.47
H (-3.103, 2.724, -0.305)  0.43
H (-3.282, 1.263, 0.671)  0.28
H (-3.236, 1.150, -1.097)  0.30
H (-0.326, 3.296, -1.748)  0.46
H (-0.754, 1.828, -2.623)  0.42
H (0.828, 1.961, -1.834)  0.51
H (0.825, -3.633, -1.395)  0.26
H (-0.332, -4.223, -2.594)  0.41
H (-0.758, -4.247, -0.885)  0.27
H (0.746, -0.871, -3.267)  0.26
H (-0.875, -0.239, -3.611)  0.25
H (-0.396, -1.818, -4.228)  0.42
H (-3.237, -2.583, -1.059)  0.25
H (-3.105, -2.685, -2.817)  0.42
H (-3.282, -1.108, -2.041)  0.23
H (0.744, -3.456, 1.774)  0.29
H (-0.878, -4.068, 1.399)  0.25
H (-0.398, -3.814, 3.075)  0.40
H (0.827, -0.455, 3.230)  0.26
H (-0.329, -1.197, 4.342)  0.44
H (-0.754, 0.296, 3.509)  0.27
H (-3.283, -2.271, 1.369)  0.23
H (-3.236, -0.683, 2.156)  0.25
H (-3.105, -2.156, 3.123)  0.42
H (2.195, -2.570, 0.000)  -0.45

5.
Molecular formula: C3H13MgN2O2
Method: DFT, ωB97M-V/def2-TZVPD

Summary:
net charge = -1
HOMO = -0.58 eV
ΔE to the lowest compared entry with this formula, charge and spin = 0.0 kcal per mole
E = -582.234065 a.u.
orbital gap = 0.128 Ha
2S+1 = 1

Last column: Mulliken charge in e.
Geometry (Å):
C (-1.594, -0.592, 1.997)  -1.20
Mg (-0.140, 1.126, -1.223)  -1.26
N (1.860, 1.626, -0.994)  -1.52
N (-1.162, 2.494, 0.118)  -1.38
H (1.962, 1.494, -2.012)  0.26
H (-0.637, -0.280, 2.460)  0.30
H (-1.607, -1.675, 2.077)  0.30
H (-1.674, -0.315, 0.940)  0.12
H (-2.411, -0.118, 2.513)  0.43
H (-1.497, 3.129, -0.592)  0.11
H (-0.572, 3.029, 0.759)  0.36
H (-1.969, 2.189, 0.655)  0.46
H (1.890, 2.602, -0.739)  0.20
H (2.527, 1.061, -0.494)  0.50
C (1.114, -2.474, -0.327)  -0.76
C (0.210, -2.015, -1.431)  0.13
O (-0.114, -2.740, -2.366)  -0.53
O (-0.220, -0.742, -1.269)  1.92
H (1.462, -3.502, -0.465)  0.29
H (0.562, -2.478, 0.637)  0.10
H (2.011, -1.820, -0.245)  0.19

6.
Molecular formula: C4H8O3
Method: DFT, ωB97M-V/def2-TZVPD

Summary:
net charge = 0
HOMO = -10.26 eV
ΔE to the lowest compared entry with this formula, charge and spin = 19.0 kcal per mole
E = -382.934556 a.u.
orbital gap = 0.408 Ha
2S+1 = 1

Last column: Mulliken charge in e.
Geometry (Å):
C (2.280, -1.357, -0.349)  -0.64
O (1.467, -0.504, 0.463)  -0.32
C (0.269, -0.208, -0.041)  0.73
O (-0.179, -0.728, -1.045)  -0.64
C (-0.441, 0.877, 0.725)  -0.47
C (-1.940, 0.782, 0.461)  -0.43
O (-2.193, 1.167, -0.870)  -0.55
H (2.498, -0.870, -1.305)  0.30
H (3.198, -1.501, 0.221)  0.23
H (1.787, -2.312, -0.543)  0.29
H (-0.142, 0.893, 1.779)  0.32
H (-0.138, 1.819, 0.251)  0.25
H (-2.297, -0.242, 0.651)  0.26
H (-2.489, 1.461, 1.120)  0.33
H (-1.704, 0.515, -1.401)  0.35

Question: The highest 2S+1 belongs to which entry?
Answer: C3H9N2OP